No. 1
Density functional theory data (ωB97M-V/def2-TZVPD) for a gas-phase ion, C18H28NO3 (charge +1).

Cartesian coordinates (Å):
C 0.551 1.855 4.620
C 0.792 0.754 3.935
C 1.036 0.720 2.450
C -0.070 -0.061 1.794
C -1.324 0.521 1.645
C -2.391 -0.190 1.101
C -2.188 -1.523 0.721
C -0.956 -2.116 0.873
C 0.122 -1.388 1.384
O 1.384 -1.958 1.568
C 1.951 -2.630 0.473
C 2.502 -1.628 -0.557
N 1.416 -0.746 -1.057
C 1.873 0.603 -1.456
H 2.421 1.061 -0.631
H 2.529 0.513 -2.324
C 0.650 1.468 -1.817
C 1.078 2.849 -2.293
H 1.626 3.369 -1.514
H 1.702 2.760 -3.178
H 0.198 3.426 -2.556
O -0.079 0.852 -2.851
C -0.559 -0.425 -2.503
C -1.351 -0.975 -3.679
H -1.761 -1.951 -3.439
H -0.715 -1.052 -4.556
H -2.166 -0.296 -3.910
C 0.628 -1.345 -2.157
H 0.259 -2.325 -1.856
H 1.273 -1.450 -3.032
H -1.211 -0.348 -1.613
H 0.011 1.556 -0.918
H 0.763 -0.629 -0.241
H 2.973 -2.147 -1.393
H 3.248 -1.002 -0.063
H 2.782 -3.211 0.878
H 1.245 -3.323 0.003
H -0.835 -3.158 0.622
H -3.027 -2.080 0.336
O -3.627 0.299 0.897
C -3.941 1.599 1.349
H -4.997 1.738 1.128
H -3.358 2.359 0.819
H -3.780 1.696 2.426
H -1.453 1.535 1.988
H 1.063 1.741 2.062
H 1.995 0.231 2.267
H 0.810 -0.212 4.417
H 0.379 1.834 5.681
H 0.531 2.827 4.154

Lowest unoccupied orbital energy, eV: -2.17
HOMO, eV: -11.49
Gap between HOMO and LUMO, eV: 9.320
SMILES string: C=CCc1cc(OC)ccc1OCC[N@H+]1C[C@@H](C)O[C@@H](C)C1
Net charge: +1
ΔE to the lowest compared entry with this formula, charge and spin, kcal per mole: 38.64

No. 2
Density functional theory data (ωB97M-V/def2-TZVPD) for a molecular structure, C18H28NO4P2Sn in a non-equilibrium geometry.

Cartesian coordinates (Å):
Sn 0.296 0.716 -0.168
P 2.486 -0.676 -0.129
C 2.596 -0.955 -1.873
C 1.326 -1.244 -2.516
N 0.152 -0.815 -1.919
C -1.061 -1.174 -2.390
C -1.189 -2.080 -3.444
C -0.038 -2.488 -4.117
C 1.198 -2.022 -3.700
C -2.303 -0.616 -1.763
P -2.108 1.031 -0.999
H 2.134 -2.274 -4.205
H -2.179 -2.406 -3.755
H -0.110 -3.100 -5.010
H -3.104 -0.524 -2.504
H -2.641 -1.278 -0.955
H 3.542 2.926 -4.883
H 3.529 -1.237 -2.336
H -0.430 3.752 -2.264
O 4.045 3.228 -4.145
H 4.456 2.487 -3.670
H 0.376 2.602 -1.315
O 0.269 3.676 -1.588
H 1.159 4.041 -1.821
C -2.382 2.219 -2.331
H -3.398 2.047 -2.712
H -2.365 3.256 -1.963
H -1.703 2.057 -3.177
C -3.569 1.119 0.069
H -3.379 1.779 0.928
H -4.434 1.501 -0.502
H -3.812 0.109 0.441
C 2.248 -2.106 0.980
H 3.148 -2.717 1.031
H 2.004 -1.771 1.997
H 1.435 -2.742 0.631
C 3.927 0.306 0.353
H 3.831 0.638 1.401
H 4.829 -0.311 0.226
H 3.982 1.170 -0.331
O -0.690 1.487 2.253
C -0.644 0.233 2.441
O -0.402 -0.593 1.453
C -0.869 -0.302 3.794
C -0.827 -1.678 4.036
C -0.942 -2.146 5.345
C -1.093 -1.232 6.402
C -1.138 0.148 6.146
C -1.021 0.604 4.842
H -0.714 -2.357 3.191
H -0.927 -3.220 5.551
H -1.183 -1.589 7.429
H -1.269 0.865 6.953
H -1.045 1.659 4.592

Lowest unoccupied orbital energy, eV: -3.14
HOMO, eV: -9.40
Gap between HOMO and LUMO, eV: 6.263
Net charge: +1
ΔE to the lowest compared entry with this formula, charge and spin, kcal per mole: 0.63

No. 3
Density functional theory data (ωB97M-V/def2-TZVPD) for C18H28NO4PS in the gas phase in a non-equilibrium geometry.

Cartesian coordinates (Å):
C 2.533 2.107 0.914
C 1.855 0.603 0.806
C 0.953 0.335 2.189
C 1.786 0.604 3.574
C 2.973 -0.502 3.885
S 2.940 -0.958 5.741
C 0.663 0.389 -0.347
C 0.664 1.365 -1.664
C -0.872 1.620 -2.271
C -1.232 0.566 -3.516
N -1.099 -0.830 -2.951
C -2.412 -1.581 -2.913
C -3.371 -1.237 -1.625
C -3.249 -1.990 -0.137
C -4.284 -1.629 1.124
C -5.503 -0.511 0.952
C -5.610 0.262 -0.508
C -4.580 -0.103 -1.735
O -4.710 0.599 -3.021
O 0.793 -1.092 -0.549
C 2.237 -1.257 -0.924
O 2.784 -1.740 -2.042
C 2.946 -0.602 0.432
P 4.806 -0.181 0.369
O 5.560 -1.181 1.385
H 3.341 2.085 1.792
H 1.676 2.884 1.093
H 3.020 2.348 -0.136
H 0.078 1.146 2.133
H 0.412 -0.709 2.137
H 0.998 0.479 4.463
H 2.158 1.730 3.662
H 3.992 0.027 3.662
H 2.826 -1.530 3.324
H 3.990 -1.928 5.825
H -0.438 0.514 0.079
H 1.296 0.893 -2.560
H 1.127 2.433 -1.486
H -1.705 1.506 -1.456
H -0.911 2.720 -2.732
H -0.332 0.700 -4.289
H -2.275 0.798 -4.016
H -0.341 -1.374 -3.453
H -3.035 -1.510 -3.920
H -2.128 -2.736 -2.810
H -2.425 -2.809 0.074
H -4.200 -2.155 2.191
H -6.279 -0.252 1.816
H -6.492 1.057 -0.600
H -4.342 1.548 -2.937
H 2.943 -1.557 1.147
H 5.151 1.153 0.790
H 5.322 -0.514 -0.961

Lowest unoccupied orbital energy, eV: 0.00
HOMO, eV: -8.53
Gap between HOMO and LUMO, eV: 8.523
SMILES string: C[C@]1(CCCS)[C@H]([PH2]=O)C(=O)O[C@@H]1CCCNCc1ccccc1O

No. 4
Density functional theory data (ωB97M-V/def2-TZVPD) for 3 unconnected molecules or ions with the total composition C18H29BF6N3O5S in a non-equilibrium geometry.

Cartesian coordinates (Å):
C 0.296 4.231 3.424
C -0.438 4.135 2.189
C -0.260 2.785 1.380
C 1.003 2.704 0.503
S 2.305 3.976 0.298
N 0.841 1.361 -0.055
C 1.907 0.926 -1.005
C 1.415 -0.120 -2.130
C -0.332 0.688 0.422
N -0.730 -0.672 0.070
C -0.145 -1.699 0.985
C 1.443 -1.595 1.188
N -1.060 1.577 1.307
B -2.356 1.424 2.051
C -2.943 0.063 2.703
O -3.161 2.627 2.178
H -0.178 4.724 4.332
H 1.346 3.759 3.508
H -1.057 5.029 1.844
H 3.459 3.375 0.817
H 2.861 0.546 -0.490
H 2.236 1.868 -1.589
H 2.294 -0.198 -2.878
H 1.215 -1.168 -1.735
H 0.536 0.308 -2.742
H -1.748 -0.763 -0.042
H -0.349 -2.771 0.609
H -0.603 -1.676 2.049
H 1.791 -2.593 1.659
H 1.729 -0.780 1.953
H 2.042 -1.481 0.226
H -2.819 0.093 3.848
H -2.572 -0.905 2.231
H -4.087 0.085 2.526
H -3.556 2.584 3.080
C -0.527 -8.611 3.079
C -0.573 -7.796 1.802
O -1.491 -6.695 1.928
C -1.038 -5.626 2.610
O 0.057 -5.550 3.106
C -2.089 -4.520 2.632
F -3.314 -4.976 2.957
F -2.211 -3.918 1.427
F -1.803 -3.546 3.517
H -1.530 -8.940 3.360
H 0.113 -9.487 2.955
H -0.141 -8.020 3.913
H -0.942 -8.419 0.984
H 0.419 -7.439 1.512
C 0.172 5.298 -3.410
C 1.290 4.295 -3.621
O 1.150 3.631 -4.886
C 1.554 4.332 -5.968
O 2.004 5.446 -5.922
C 1.393 3.500 -7.237
F 0.186 2.901 -7.310
F 2.315 2.517 -7.310
F 1.524 4.232 -8.356
H -0.802 4.813 -3.518
H 0.238 5.747 -2.417
H 0.212 6.098 -4.153
H 1.235 3.521 -2.851
H 2.275 4.763 -3.538

Lowest unoccupied orbital energy, eV: -3.42
HOMO, eV: -11.97
Gap between HOMO and LUMO, eV: 8.548
Net charge: +1

No. 5
Density functional theory data (ωB97M-V/def2-TZVPD) for 8 unconnected molecules or ions with the total composition C18H29Cl2FN10O14S in a non-equilibrium geometry.

Cartesian coordinates (Å):
C 5.286 -1.430 1.555
C 3.807 -1.065 0.949
Cl 3.685 -0.593 -0.877
C 2.540 -1.106 1.784
Cl 2.529 -1.564 3.593
C 1.150 -0.744 0.927
C 0.849 0.839 0.621
C -0.506 1.201 -0.236
F -0.760 2.663 -0.487
C -1.464 -0.023 -0.763
N -2.728 0.221 -1.563
S -3.281 -1.421 -1.869
N -2.139 -2.548 -1.100
C -1.118 -1.631 -0.464
C 0.235 -2.021 0.434
C 0.641 -3.582 0.796
C 0.394 -4.631 -0.455
N -0.772 -5.306 -0.721
H 5.106 -2.214 2.431
H 5.903 -1.916 0.659
H 5.803 -0.450 1.948
H 1.619 1.649 1.029
H 0.044 -4.011 1.725
H 1.791 -3.703 1.089
H 1.341 -4.833 -1.148
H -0.539 -5.880 -1.586
C 4.287 2.558 4.736
N 4.363 2.177 3.300
O 5.487 1.963 2.831
O 3.293 2.105 2.685
H 5.297 2.583 5.150
H 3.823 3.546 4.791
H 3.680 1.806 5.245
C 4.302 -5.859 5.013
N 3.654 -5.085 3.920
O 2.542 -5.468 3.538
O 4.279 -4.115 3.476
H 3.643 -6.679 5.304
H 5.249 -6.243 4.628
H 4.462 -5.176 5.850
C -2.129 1.569 3.109
N -1.111 1.123 4.098
O -1.358 0.095 4.739
O -0.094 1.818 4.203
H -2.967 0.868 3.123
H -2.458 2.568 3.402
H -1.652 1.580 2.127
C -2.313 1.369 -4.877
N -2.237 0.988 -6.314
O -1.113 0.774 -6.783
O -3.307 0.916 -6.929
H -1.303 1.394 -4.464
H -2.777 2.357 -4.823
H -2.920 0.617 -4.369
C 5.210 -1.936 7.348
N 5.853 -3.236 7.013
O 5.548 -4.213 7.707
O 6.644 -3.239 6.063
H 4.542 -2.081 8.199
H 6.005 -1.231 7.597
H 4.650 -1.610 6.469
C -5.160 3.071 -8.259
N -5.495 4.514 -8.115
O -5.864 5.113 -9.131
O -5.380 5.003 -6.985
H -5.306 2.777 -9.300
H -4.115 2.945 -7.966
H -5.827 2.511 -7.602
C -8.321 5.733 -7.334
N -9.331 5.552 -6.256
O -10.319 6.295 -6.275
O -9.103 4.669 -5.421
H -8.650 6.539 -7.994
H -7.372 5.986 -6.858
H -8.252 4.791 -7.882

Lowest unoccupied orbital energy, eV: -1.95
HOMO, eV: -8.74
Gap between HOMO and LUMO, eV: 6.787
SMILES string: [H]/N=C/Cc1c(/C(Cl)=C(/C)Cl)cc(F)c2nsnc12.C[N+](=O)[O-].C[N+](=O)[O-].C[N+](=O)[O-].C[N+](=O)[O-].C[N+](=O)[O-].C[N+](=O)[O-].C[N+](=O)[O-]

No. 6
Density functional theory data (ωB97M-V/def2-TZVPD) for 3 unconnected molecules or ions with the total composition C18H29F3N3O14PSSi in a non-equilibrium geometry.

Cartesian coordinates (Å):
C 1.831 2.202 -0.926
C 0.563 2.211 -0.047
O 0.013 3.247 0.147
N 0.138 0.961 0.422
C 1.006 0.388 1.484
C -1.276 0.869 0.678
C -2.103 1.140 -0.645
C -1.777 0.148 -1.777
O -0.465 0.312 -2.318
Si 0.200 -1.209 -2.719
C 1.999 -0.941 -3.312
C 0.336 -2.364 -1.216
C -0.861 -1.981 -4.111
O -1.611 -0.496 0.925
S -2.670 -0.717 2.159
O -2.136 -1.506 3.205
O -3.762 -1.378 1.529
O -2.883 0.846 2.472
C -1.971 1.727 1.798
P -0.953 2.406 3.247
N -0.608 1.209 4.212
C -2.921 2.915 1.402
O -4.048 2.681 1.231
N -2.445 4.274 1.250
C -2.802 5.108 2.337
O -3.775 5.091 2.948
F -1.838 5.975 2.685
H 2.652 2.648 -0.348
H 2.083 1.161 -1.185
H 1.649 2.726 -1.871
H 1.563 1.217 1.966
H 1.786 -0.247 1.035
H 0.461 -0.122 2.286
H -3.153 0.942 -0.372
H -1.953 2.168 -1.005
H -2.020 -0.892 -1.494
H -2.488 0.387 -2.596
H 2.218 0.136 -3.359
H 2.079 -1.451 -4.283
H 2.679 -1.403 -2.581
H -0.699 -2.674 -0.969
H 0.692 -1.842 -0.314
H 0.933 -3.254 -1.458
H -1.772 -2.464 -3.732
H -0.210 -2.723 -4.607
H -1.126 -1.232 -4.873
H -1.766 3.326 3.966
H 0.202 3.089 2.791
H -1.020 1.356 5.128
H -2.842 4.641 0.386
C 3.020 -2.965 -8.354
C 2.188 -1.898 -7.698
O 1.460 -2.619 -6.718
C 2.254 -3.681 -6.372
O 2.096 -4.346 -5.406
O 3.249 -3.870 -7.276
F 1.313 -1.348 -8.575
H 2.482 -3.477 -9.154
H 3.958 -2.582 -8.750
H 2.767 -1.108 -7.215
C 0.732 -1.018 8.538
C 0.225 -0.790 7.139
O 1.414 -0.765 6.375
C 2.310 -1.558 7.034
O 3.309 -1.978 6.559
O 1.898 -1.808 8.309
F -0.395 0.412 7.029
H 1.014 -0.087 9.034
H 0.016 -1.549 9.163
H -0.435 -1.575 6.764

Lowest unoccupied orbital energy, eV: -0.10
HOMO, eV: -9.10
Gap between HOMO and LUMO, eV: 9.001
SMILES string: CC(=O)N(C)[C@@]1(CCO[Si](C)(C)C)OS(=O)(=O)O[C@]1([PH2]=N)C(=O)NC(=O)F.O=C1OC[C@@H](F)O1.O=C1OC[C@@H](F)O1

No. 7
Density functional theory data (ωB97M-V/def2-TZVPD) for a molecular structure, C18H29HgN3O4Ta in a non-equilibrium geometry.

Cartesian coordinates (Å):
N -0.297 1.803 -0.908
C -0.689 2.941 -1.189
O -0.889 4.021 -0.608
Hg -1.288 3.800 -2.977
Ta 0.229 0.029 -0.441
N 2.159 0.236 -0.749
N -0.632 -1.116 -1.812
C 3.096 1.391 -0.805
C -2.069 -1.476 -2.023
C 2.802 2.183 -2.072
C 4.554 0.949 -0.815
C 2.848 2.280 0.411
C -2.373 -1.746 -3.497
C -2.343 -2.746 -1.219
C -2.970 -0.339 -1.554
H 2.949 1.552 -2.957
H 3.497 3.035 -2.124
H 1.777 2.573 -2.082
H 4.832 0.442 0.115
H 5.185 1.845 -0.898
H 4.770 0.305 -1.674
H 1.842 2.717 0.400
H 3.577 3.104 0.400
H 2.979 1.711 1.340
H -2.042 -0.916 -4.130
H -3.461 -1.846 -3.616
H -1.928 -2.683 -3.849
H -1.710 -3.569 -1.571
H -3.398 -3.034 -1.331
H -2.139 -2.584 -0.155
H -2.937 -0.195 -0.469
H -4.007 -0.598 -1.815
H -2.717 0.602 -2.058
C 0.323 -1.898 -2.621
H 1.304 -1.407 -2.657
H 0.454 -2.922 -2.233
H -0.032 -1.967 -3.659
C 2.705 -1.081 -0.345
H 3.394 -0.991 0.509
H 1.895 -1.777 -0.037
H 3.241 -1.551 -1.186
O -2.952 -1.487 2.719
C -2.267 -0.743 3.617
C -2.752 -0.699 4.923
C -2.094 0.079 5.878
C -0.962 0.833 5.544
C -0.458 0.808 4.252
C -1.093 0.007 3.288
C -0.580 -0.033 1.968
O 0.505 0.550 1.600
O -1.184 -0.667 1.002
H -2.473 -1.374 1.861
H -3.642 -1.274 5.168
H -2.480 0.094 6.896
H -0.468 1.446 6.301
H 0.414 1.383 3.942

Lowest unoccupied orbital energy (alpha / beta), eV: -9.17 / -11.40
HOMO (alpha / beta), eV: -13.83 / -13.82
Gap between HOMO and LUMO (alpha / beta), eV: 4.664 / 2.421
Net charge: +2
2S+1: 2

No. 8
Density functional theory data (ωB97M-V/def2-TZVPD) for a molecular structure, C18H29IN4OS.

Cartesian coordinates (Å):
C 2.550 -2.920 2.818
C 2.219 -1.447 2.578
N 1.383 -1.212 1.384
C 1.896 -0.272 0.461
C 2.592 -0.689 -0.746
I 2.853 -2.737 -1.048
C 3.106 0.185 -1.643
C 3.797 -0.180 -2.935
N 2.929 -0.956 -3.819
C 1.781 -0.202 -4.319
C 2.976 1.570 -1.324
N 3.432 2.595 -2.050
S 3.015 3.928 -1.275
N 2.246 3.319 -0.004
C 2.289 1.989 -0.143
C 1.713 1.044 0.744
C 0.936 1.534 1.928
C -0.362 2.280 1.535
C -1.073 1.702 0.321
C -2.491 2.272 0.154
C -3.565 1.402 0.814
C -3.872 0.144 0.010
C -4.867 -0.794 0.715
O -4.254 -2.037 1.039
C -4.924 -3.166 0.525
H 1.842 -3.581 2.316
H 2.540 -3.154 3.882
H 3.542 -3.170 2.441
H 3.147 -0.878 2.482
H 1.709 -1.044 3.457
H 1.209 -2.091 0.918
H 4.676 -0.786 -2.700
H 4.136 0.743 -3.411
H 3.469 -1.290 -4.604
H 1.985 0.338 -5.249
H 0.943 -0.877 -4.506
H 1.447 0.524 -3.580
H 0.658 0.686 2.551
H 1.559 2.201 2.525
H -1.049 2.214 2.384
H -0.140 3.338 1.390
H -0.507 1.891 -0.595
H -1.121 0.613 0.424
H -2.723 2.342 -0.914
H -2.519 3.294 0.537
H -3.213 1.103 1.807
H -4.484 1.983 0.925
H -4.246 0.423 -0.977
H -2.963 -0.441 -0.142
H -5.194 -0.337 1.653
H -5.738 -0.965 0.079
H -4.276 -4.028 0.667
H -5.861 -3.348 1.063
H -5.131 -3.055 -0.543

Lowest unoccupied orbital energy, eV: -0.40
HOMO, eV: -8.33
Gap between HOMO and LUMO, eV: 7.933